No. 1
Computed, not measured: C6H12O in the gas phase, with ωB97M-V with the def2-TZVPD basis set.

Properties
Kohn-Sham gap	9.13	eV
HOMO	-8.567	eV
E	-8460.621	eV

Last column: Mulliken charge in e.
Cartesian coordinates (Å):
1 C -0.46265 -1.93940 -1.51234  -1.33
2 C -0.56619 -1.22181 -0.14723  0.74
3 O -1.04390 -2.10391 0.84935  -0.51
4 C 0.82864 -0.79416 0.10606  -0.79
5 C 1.11717 0.55660 -0.39538  -0.38
6 C 0.74476 1.22557 0.97705  -0.35
7 C -0.38966 2.23600 0.85682  -1.16
8 H -0.29248 -1.23963 -2.33692  0.36
9 H -1.40760 -2.46414 -1.67531  0.35
10 H 0.34210 -2.68229 -1.50050  0.34
11 H -1.31145 -0.41484 -0.24052  0.05
12 H -0.24452 -2.46426 1.26180  0.39
13 H 0.45748 0.45071 1.70987  0.28
14 H 0.46724 0.95913 -1.18851  0.32
15 H 2.16552 0.73687 -0.64534  0.33
16 H 1.64711 1.67618 1.39769  0.42
17 H -1.28514 1.77674 0.42318  0.26
18 H -0.10496 3.07841 0.21808  0.33
19 H -0.66148 2.62823 1.84215  0.36

Forces on atoms 1 to 6 (eV/Å):
0.05 -0.04 -0.14
0.07 0.21 -0.11
0.11 -0.15 0.12
-0.17 0.21 -0.10
0.08 -0.08 -0.16
0.00 0.05 0.13

No. 2
Computed, not measured: a 2-piece molecular cluster, C6H12O overall at a distorted geometry, with ωB97M-V with the def2-TZVPD basis set.

Properties
Kohn-Sham gap (spin up / spin down)	10.15 / 5.85	eV
multiplicity	2
HOMO (spin up / spin down)	-14.723 / -14.356	eV
E	-8452.624	eV
net charge	+1
<S²>	0.7699

Last column: Mulliken charge in e.
Cartesian coordinates (Å):
1 C 0.75611 -1.47648 2.28813  -1.16
2 C -0.20219 -0.57916 1.59542  -0.38
3 C 0.94742 2.40759 -2.06618  -0.43
4 C 0.07347 2.24174 -0.99278  -0.24
5 C -0.24556 0.90117 -0.39379  -0.25
6 C 0.29496 0.49686 0.77593  0.08
7 H 1.44641 -1.00690 2.98178  0.37
8 H 0.11409 -1.95044 3.03691  0.33
9 H 1.34713 -2.09290 1.55466  0.33
10 H -1.00782 -1.17023 1.08814  0.34
11 H -0.72044 -0.12762 2.42721  0.30
12 H 1.54121 1.52889 -2.26566  0.30
13 H 0.89226 3.24313 -2.74193  0.32
14 H -0.19004 3.01401 -0.26550  0.38
15 H -1.15748 0.26976 -0.69741  0.32
16 H 1.12491 1.06681 1.18648  0.39
17 H -0.94275 -2.19642 -2.32701  0.31
18 H -2.18367 -2.47246 -3.01881  0.31
19 O -1.88801 -2.09737 -2.16559  -0.62

Forces on atoms 1 to 6 (eV/Å):
1.00 -1.05 0.54
-1.15 -0.83 -1.15
-2.62 -0.72 1.31
1.73 -2.17 -0.51
-2.14 1.01 -1.36
0.66 0.64 1.84

No. 3
Computed, not measured: C6H12O2 as an isolated structure at a distorted geometry, with ωB97M-V with the def2-TZVPD basis set.

Properties
Kohn-Sham gap	11.21	eV
HOMO	-10.453	eV
E	-10510.218	eV

Last column: Mulliken charge in e.
Cartesian coordinates (Å):
1 O 3.17766 0.78935 -0.19005  -0.50
2 C 2.35548 0.63837 0.66044  0.31
3 O 2.51872 -0.02876 1.86118  -0.44
4 C 0.92979 1.15216 0.46479  -0.60
5 C 0.00704 0.00645 -0.00498  0.20
6 C 0.36885 -0.43048 -1.43838  -1.40
7 C -1.48829 0.30583 0.11092  -0.57
8 C -2.36681 -0.95427 0.15088  -1.20
9 H 2.19311 -0.67295 1.12270  0.38
10 H 0.91836 1.90736 -0.32271  0.30
11 H 0.62768 1.62200 1.40114  0.40
12 H 0.20159 -0.85011 0.65929  0.33
13 H -0.04809 0.26366 -2.16595  0.37
14 H 1.44645 -0.27235 -1.54351  0.40
15 H 0.25373 -1.49567 -1.60541  0.36
16 H -1.69641 0.88509 1.01117  0.36
17 H -1.73121 0.90275 -0.77214  0.32
18 H -1.86611 -1.59894 0.87922  0.32
19 H -3.35802 -0.75540 0.55244  0.37
20 H -2.44351 -1.41408 -0.83102  0.29

Forces on atoms 1 to 6 (eV/Å):
0.91 -0.40 0.22
-0.87 4.15 -1.01
-0.46 -1.30 -2.69
-0.15 0.08 -0.23
-0.13 -0.74 0.31
1.43 0.62 0.81

No. 4
Computed, not measured: a 3-piece molecular cluster, C6H12O2 overall at a distorted geometry, with ωB97M-V with the def2-TZVPD basis set.

Properties
Kohn-Sham gap	7.91	eV
HOMO	-8.206	eV
structure (SMILES)	C=C/C=C/C=C.O.O
E	-10507.807	eV

Last column: Mulliken charge in e.
Cartesian coordinates (Å):
1 C -1.87497 -2.27298 0.89426  -0.88
2 C -1.84909 -0.91119 0.64635  -0.27
3 C -0.58967 -0.39213 0.29009  -0.25
4 C -0.32934 0.88909 -0.00477  -0.11
5 C 0.83309 1.32412 -0.63245  0.01
6 C 1.24596 2.59177 -0.87581  -0.73
7 H -2.85387 -2.71851 0.78246  0.25
8 H -1.08090 -2.75168 1.36100  0.37
9 H -2.79280 -0.56258 0.61937  0.45
10 H 0.10472 -1.14047 -0.16048  0.20
11 H -1.13233 1.67247 -0.07006  0.29
12 H 1.53898 0.43297 -0.87585  0.18
13 H 0.74548 3.28681 -0.15541  0.20
14 H 1.94851 2.95117 -1.59076  0.29
15 O 3.08518 1.86026 2.53028  -0.66
16 H 2.87641 2.36034 3.39360  0.33
17 H 2.26991 1.47164 2.14083  0.34
18 O -0.41426 -2.93184 -2.96499  -0.63
19 H -0.90593 -2.17363 -3.23580  0.32
20 H -0.82508 -2.98562 -2.09186  0.31

Forces on atoms 1 to 6 (eV/Å):
-2.19 3.09 -0.48
2.06 -5.67 0.70
1.09 1.10 -1.35
-2.45 1.09 0.39
4.59 -0.95 -1.75
-2.19 -0.55 2.12

No. 5
Computed, not measured: C6H12O2 as an isolated structure, with ωB97M-V with the def2-TZVPD basis set.

Properties
Kohn-Sham gap (spin up / spin down)	7.83 / 7.83	eV
HOMO (spin up / spin down)	-7.457 / -7.456	eV
E	-10504.693	eV

Last column: Mulliken charge in e.
Cartesian coordinates (Å):
1 C -0.85245 0.67447 0.37954  0.27
2 C -1.32925 -0.48266 1.09943  -0.50
3 C -1.68700 1.13770 -0.79594  -1.70
4 C 1.78934 0.30272 0.91015  -1.47
5 C 0.74796 0.06212 -0.15652  1.14
6 C 1.07757 0.15883 -1.46867  -1.17
7 O -0.01447 -1.39335 0.30422  -0.16
8 O 0.65929 -2.73620 0.25680  -0.43
9 H 0.56516 -2.95540 -0.68203  0.32
10 H -0.53635 1.49484 1.02151  0.40
11 H -1.09376 -0.58368 2.15197  0.24
12 H -2.20278 -1.02079 0.75226  0.27
13 H -1.11793 1.83209 -1.41714  0.41
14 H -2.59859 1.63404 -0.45251  0.43
15 H -1.98199 0.29494 -1.42524  0.36
16 H 1.34668 0.38072 1.90414  0.36
17 H 2.49079 -0.53214 0.93557  0.31
18 H 2.33687 1.22544 0.70750  0.37
19 H 2.02843 0.58042 -1.77010  0.24
20 H 0.37247 -0.07410 -2.25492  0.31

Forces on atoms 1 to 6 (eV/Å):
0.44 -0.54 -0.23
0.58 -0.44 -0.18
0.05 -0.07 0.03
-0.05 -0.01 -0.02
-0.14 0.88 -0.17
-0.26 0.05 0.34

No. 6
Computed, not measured: a 2-piece molecular cluster, C6H12O2 overall at a distorted geometry, with ωB97M-V with the def2-TZVPD basis set.

Properties
Kohn-Sham gap	10.13	eV
HOMO	-9.316	eV
structure (SMILES)	C/C=C/CCC=O.O
E	-10508.637	eV

Last column: Mulliken charge in e.
Cartesian coordinates (Å):
1 C -2.45151 1.48294 -1.68477  -1.18
2 C -0.94776 1.33123 -1.75881  -0.17
3 C -0.49422 0.52167 -0.76895  -0.21
4 C 0.90737 0.22847 -0.61531  -0.76
5 C 1.60228 -1.09717 -0.71769  -0.64
6 C 1.47422 -1.91507 0.54532  0.08
7 O 0.55079 -1.72769 1.34941  -0.46
8 H -2.80520 2.51372 -1.99339  0.33
9 H -2.81299 1.26554 -0.75425  0.36
10 H -3.10460 0.72869 -2.26867  0.25
11 H -0.65211 2.12627 -2.38616  0.36
12 H -1.19143 -0.00181 -0.23832  0.48
13 H 1.25539 0.66335 0.28662  0.33
14 H 1.53771 0.94163 -1.35232  0.24
15 H 2.60744 -0.89064 -1.14502  0.34
16 H 1.39699 -1.72927 -1.55914  0.37
17 H 2.35323 -2.68790 0.82082  0.27
18 O -0.33819 0.77399 3.09083  -0.61
19 H -0.29403 1.40413 2.43338  0.30
20 H -0.53354 -0.01650 2.63580  0.32

Forces on atoms 1 to 6 (eV/Å):
-1.58 0.32 -3.39
-3.07 -1.00 2.79
1.28 1.73 -4.22
3.45 2.57 -1.98
0.70 -0.52 -0.25
0.26 -0.39 2.10

No. 7
Computed, not measured: a 2-piece molecular cluster, C6H12O2 overall at a distorted geometry, with ωB97M-V with the def2-TZVPD basis set.

Properties
Kohn-Sham gap	9.21	eV
HOMO	-8.386	eV
E	-10506.609	eV

Last column: Mulliken charge in e.
Cartesian coordinates (Å):
1 C -0.54965 1.62334 -0.88561  -0.97
2 C -0.48701 0.34946 -0.59757  0.01
3 C 2.44422 0.46907 0.19798  -1.05
4 C -1.67585 -0.21500 1.37765  -1.24
5 C 1.60285 -0.45569 -0.65400  -0.21
6 C -1.37170 -0.70682 -0.03881  0.51
7 O 1.65379 -1.74093 -0.22771  -0.52
8 O -2.49820 -0.95149 -0.87352  -0.61
9 H -1.40255 2.15674 -0.91998  0.42
10 H 0.30010 2.12004 -1.18515  0.31
11 H 2.47038 0.17065 1.15937  0.36
12 H 3.57699 0.30142 -0.08468  0.27
13 H 2.05653 1.42804 0.11763  0.35
14 H -1.94919 0.79105 1.51963  0.37
15 H -2.67407 -0.71205 1.86318  0.30
16 H -0.94754 -0.37977 2.14082  0.36
17 H 1.81879 -0.24344 -1.65233  0.48
18 H -1.03952 -1.77482 -0.09774  0.13
19 H 1.18128 -1.73075 0.58156  0.36
20 H -2.50963 -0.49906 -1.74072  0.36

Forces on atoms 1 to 6 (eV/Å):
0.67 -2.51 0.21
4.58 -2.57 0.24
2.13 -1.58 -3.17
-3.92 -2.48 1.63
-2.30 2.55 1.90
-0.08 0.03 -0.81